DFT (ωB97M-V/def2-TZVPD) results for a 8-piece molecular cluster, C39H78Br2N8O13 overall in a non-equilibrium geometry.

Element x y z (Å)
C: 0.33 5.21 -0.85
C: 0.02 3.65 -0.59
C: 1.22 2.70 -1.12
O: 0.75 1.33 -0.86
C: 1.87 0.45 -1.19
C: 2.35 -0.17 0.23
O: 3.53 0.15 0.55
O: 1.46 -0.92 1.02
C: 1.75 -2.32 1.14
C: 0.39 -3.06 0.60
C: -0.48 -2.11 -0.38
C: -1.77 -3.03 -0.82
C: -3.06 -2.43 -0.04
O: -3.00 -2.35 1.20
O: -4.25 -2.03 -0.70
C: -3.98 -0.63 -1.12
C: -4.38 -0.55 -2.69
C: 2.99 -2.89 0.32
C: 2.76 -3.12 -1.25
C: 4.18 -2.98 -2.00
N: 4.34 -1.92 -3.02
O: 5.15 -3.74 -1.74
C: 1.95 -2.87 2.64
Br: 1.36 -4.71 3.19
C: 2.59 -2.15 3.68
C: 3.20 -0.70 3.49
Br: 2.81 -2.95 5.51
H: 0.48 5.70 0.16
H: 1.25 5.35 -1.51
H: -0.61 5.65 -1.35
H: -0.09 3.39 0.52
H: -0.94 3.29 -1.11
H: 2.16 2.83 -0.49
H: 1.47 2.89 -2.21
H: 1.47 -0.33 -1.91
H: 2.75 1.03 -1.67
H: 0.61 -4.08 0.13
H: -0.34 -3.27 1.47
H: -0.93 -1.22 0.17
H: 0.05 -1.85 -1.35
H: -1.90 -3.02 -1.95
H: -1.63 -4.07 -0.40
H: -4.58 0.13 -0.52
H: -2.87 -0.36 -0.99
H: -4.97 -1.50 -2.94
H: -5.02 0.38 -2.86
H: -3.39 -0.53 -3.27
H: 3.98 -2.33 0.50
H: 3.19 -3.94 0.75
H: 2.43 -4.21 -1.42
H: 2.07 -2.38 -1.76
H: 4.99 -1.19 -2.71
H: 4.62 -2.31 -3.93
H: 4.16 -0.67 2.87
H: 3.50 -0.30 4.53
H: 2.41 0.05 3.12
C: -7.54 -5.56 -2.40
N: -6.58 -4.52 -2.73
C: -6.26 -4.03 -3.96
C: -6.98 -4.62 -5.15
O: -5.43 -3.15 -4.07
H: -8.29 -5.13 -1.72
H: -7.01 -6.36 -1.88
H: -8.03 -5.96 -3.28
H: -6.07 -4.08 -1.97
H: -6.62 -4.14 -6.06
H: -6.77 -5.69 -5.22
H: -8.05 -4.45 -5.06
C: 0.52 1.98 -6.88
N: 0.47 2.51 -5.53
C: -0.04 3.71 -5.13
C: -0.62 4.62 -6.18
O: -0.01 4.02 -3.94
H: -0.03 1.04 -6.89
H: 1.57 1.79 -7.13
H: 0.09 2.66 -7.61
H: 0.84 1.96 -4.78
H: -0.98 5.53 -5.72
H: 0.15 4.88 -6.91
H: -1.46 4.12 -6.67
C: -4.48 -0.74 3.81
N: -4.26 0.08 2.64
C: -4.34 1.44 2.55
C: -4.68 2.21 3.80
O: -4.12 1.99 1.48
H: -3.57 -1.31 4.00
H: -5.29 -1.43 3.59
H: -4.73 -0.15 4.69
H: -4.02 -0.37 1.77
H: -4.71 3.27 3.57
H: -5.67 1.91 4.16
H: -3.93 2.03 4.57
C: -5.48 1.20 -5.56
N: -4.53 2.24 -5.88
C: -4.20 2.73 -7.10
C: -4.90 2.16 -8.31
O: -3.36 3.62 -7.20
H: -6.23 1.62 -4.89
H: -4.95 0.39 -5.05
H: -5.97 0.80 -6.45
H: -4.02 2.67 -5.12
H: -4.54 2.65 -9.21
H: -4.69 1.09 -8.38
H: -5.98 2.32 -8.23
C: 0.90 -10.00 6.13
N: 0.56 -9.24 4.95
C: 0.89 -7.95 4.65
C: 1.72 -7.20 5.66
O: 0.52 -7.45 3.60
H: 1.46 -10.88 5.81
H: -0.02 -10.31 6.61
H: 1.50 -9.42 6.83
H: 0.00 -9.68 4.23
H: 1.91 -6.19 5.30
H: 1.19 -7.13 6.61
H: 2.68 -7.70 5.80
C: 5.66 3.30 1.27
N: 4.51 2.83 2.01
C: 4.06 3.26 3.22
C: 4.83 4.36 3.90
O: 3.06 2.75 3.71
H: 5.32 3.67 0.30
H: 6.34 2.46 1.11
H: 6.19 4.09 1.79
H: 3.95 2.09 1.61
H: 4.36 4.60 4.85
H: 5.85 4.03 4.09
H: 4.82 5.25 3.28
C: 7.41 7.68 7.74
N: 7.49 6.57 6.81
C: 7.11 6.55 5.50
C: 6.54 7.81 4.92
O: 7.24 5.52 4.85
H: 8.42 7.89 8.10
H: 6.79 7.38 8.58
H: 7.00 8.57 7.28
H: 7.86 5.69 7.14
H: 6.29 7.64 3.87
H: 5.63 8.10 5.45
H: 7.28 8.61 4.97

Kohn-Sham gap: 8.85 eV
E: -8096.9024 Eh
Structure (SMILES): CCCOCC(=O)O[C@@](CCCC(=O)OCC)(CCC(N)=O)/C(Br)=C(\C)Br.CNC(C)=O.CNC(C)=O.CNC(C)=O.CNC(C)=O.CNC(C)=O.CNC(C)=O.CNC(C)=O
M: 1026.90 g/mol
Lowest unoccupied orbital energy: 0.0159 hartree